Computed, not measured: a structure of composition C24H29N2O3Ti, with ωB97M-V with the def2-TZVPD basis set.

Last column: natural (NBO) charge in e.
CARTESIAN COORDINATES (ANGSTROEM)
Ti: -0.171 0.108 0.666  1.749
C: -0.196 4.360 0.718  -0.702
C: -0.404 2.973 1.200  0.631
O: -0.182 2.038 0.361  -0.660
C: -0.909 2.703 2.505  -0.413
C: -0.907 1.452 3.047  0.391
C: -1.763 1.026 4.178  -0.673
N: -0.057 0.469 2.523  -0.472
N: 1.275 0.903 2.385  -0.328
C: 2.015 0.170 1.595  0.482
O: 1.460 -0.782 0.825  -0.658
C: 3.457 0.419 1.470  -0.079
C: 4.177 -0.228 0.470  -0.189
C: 5.539 -0.003 0.349  -0.205
C: 6.179 0.862 1.224  -0.168
C: 5.461 1.504 2.227  -0.205
C: 4.101 1.285 2.353  -0.184
H: -0.703 4.497 -0.237  0.263
H: -0.530 5.099 1.440  0.243
H: 0.874 4.493 0.536  0.273
H: -1.398 3.513 3.027  0.256
H: -2.514 1.771 4.426  0.240
H: -2.246 0.080 3.923  0.260
H: -1.131 0.830 5.049  0.263
H: 3.672 -0.905 -0.205  0.230
H: 6.100 -0.504 -0.428  0.228
H: 7.243 1.034 1.129  0.228
H: 5.964 2.170 2.913  0.228
H: 3.534 1.771 3.135  0.233
C: -4.219 1.307 1.194  -0.597
C: -4.340 0.888 -0.273  -0.238
C: -3.509 1.786 -1.192  -0.598
C: -4.065 -0.590 -0.475  -0.038
C: -5.095 -1.416 -0.908  -0.190
C: -4.902 -2.774 -1.106  -0.190
C: -3.657 -3.330 -0.871  -0.190
C: -2.591 -2.551 -0.437  -0.056
C: -1.242 -3.195 -0.189  -0.248
C: -0.164 -2.672 -1.146  -0.569
C: -0.841 -3.160 1.291  -0.585
C: -2.824 -1.188 -0.245  0.304
O: -1.780 -0.395 0.190  -0.680
H: -4.499 2.356 1.311  0.214
H: -3.197 1.189 1.553  0.187
H: -4.874 0.708 1.828  0.222
H: -5.386 1.030 -0.555  0.216
H: -2.450 1.759 -0.936  0.190
H: -3.850 2.820 -1.108  0.214
H: -3.613 1.483 -2.234  0.224
H: -6.068 -0.980 -1.095  0.220
H: -5.720 -3.395 -1.444  0.228
H: -3.500 -4.391 -1.025  0.220
H: -1.365 -4.252 -0.435  0.226
H: -0.117 -1.578 -1.193  0.154
H: -0.376 -2.992 -2.166  0.235
H: 0.823 -3.037 -0.864  0.227
H: -0.829 -2.157 1.728  0.181
H: 0.150 -3.592 1.431  0.224
H: -1.554 -3.736 1.882  0.231

Forces on the atoms, in the same order (eV/Å):
0.0 0.2 0.2
0.0 0.0 0.0
0.0 0.0 0.0
0.1 0.0 0.0
0.0 0.0 0.0
0.0 0.0 0.0
0.0 0.0 0.0
0.0 0.0 0.0
0.0 0.0 -0.1
0.0 0.0 0.0
-0.1 0.0 0.0
0.0 0.0 0.0
0.0 0.0 0.0
0.0 0.0 0.0
0.0 0.0 0.0
0.0 0.0 0.0
0.0 0.0 0.0
0.0 0.0 0.0
0.0 0.0 0.0
0.0 0.0 0.0
0.0 0.0 0.0
0.0 0.0 0.0
0.0 0.0 0.0
0.0 0.0 0.0
0.0 0.0 0.0
0.0 0.0 0.0
0.0 0.0 0.0
0.0 0.0 0.0
0.0 0.0 0.0
0.0 0.0 0.0
0.0 0.0 0.0
0.0 0.0 0.0
0.0 0.1 0.0
0.0 -0.1 0.0
0.0 0.0 0.0
0.0 0.0 0.0
0.1 -0.1 0.0
0.0 0.0 0.0
0.0 0.0 0.0
0.0 0.0 0.0
-0.1 0.0 0.0
0.0 -0.1 0.0
0.0 0.0 0.0
0.0 0.0 0.0
0.0 0.0 0.0
0.0 0.0 0.0
0.0 0.0 0.0
0.0 0.0 0.0
0.0 0.0 0.0
0.0 0.0 0.0
0.0 0.0 0.0
0.0 0.0 0.0
0.0 0.0 0.0
0.0 0.0 0.0
0.0 0.0 0.0
0.0 0.0 0.0
0.0 0.0 0.0
0.0 0.0 0.0
0.0 0.0 0.0

Results
Energy above the lowest of the compared OMol25 structures with the same formula, charge and spin = 1.092 eV
Total charge = +1
Frontier orbital gap = 0.26230 Ha